19
Properties=species:S:1:pos:R:3:forces:R:3:mulliken_charge:R:1 method="wB97M-V/def2-TZVPD" lumo_ev=4.011 homo_energy_ev=-4.47 energy_ev=-12981.9234 charge=-1 relative_energy_kj_mol=65.8 orbital_gap_ev=8.48 fmax_ev_per_a=2.4
C 0.82280 0.77090 -1.46179 0.4988 -0.7103 0.2874 0.1775
C 1.22238 -0.23296 -2.59054 -1.9878 0.8736 0.4614 -1.0228
C 1.76339 1.01831 -0.29445 -0.4212 2.0589 1.2301 0.4195
O 2.47620 2.02709 -0.29553 0.6779 -0.6651 -0.3314 -0.6847
N 1.54578 0.34930 0.88932 -0.6353 -0.5649 -1.6710 -0.3734
H 0.66783 1.74699 -1.92169 -0.0075 0.0168 0.3212 0.2671
H -0.08821 0.39094 -0.97639 -0.0759 0.2445 -0.5547 -0.0927
H 2.25910 -0.50706 -2.66863 0.2814 -0.2647 0.1163 0.3420
H 1.93116 0.73259 1.72952 0.1586 0.2276 -0.0008 0.2164
H 0.64257 -0.12425 0.95155 0.2599 -0.5481 0.3718 0.2206
H 0.87072 0.23902 -3.51427 0.4807 -0.1208 -0.1465 0.2437
H 0.49114 -1.03224 -2.44424 0.8137 -0.6610 -0.1388 0.2835
C -3.17019 -0.74503 1.63947 0.8621 -0.8558 -0.3133 -0.9796
C -1.79532 -0.87261 0.98310 1.6312 -0.7853 -1.2351 0.7643
O -0.85200 -1.43211 1.61072 -0.5829 0.5432 0.7721 -0.7974
O -1.66431 -0.55390 -0.23149 -0.8954 0.6041 0.2972 -0.7564
H -3.46705 0.28618 1.80806 -0.0894 -0.0520 0.0782 0.2512
H -3.07825 -1.36733 2.52666 -0.4589 0.3883 0.3701 0.2761
H -3.80974 -1.25405 0.92179 -0.5101 0.2709 0.0858 0.2450